29
Properties=species:S:1:pos:R:3:forces:R:3 method="wB97M-V/def2-TZVPD" total_charge=-2 homo_lumo_gap_ev="13.16 / 9.49" lumo_ev="5.73 / 2.07" max_force_ev_per_a=2.87 multiplicity=2 e_above_lowest_ev=0.000 e_homo_ev="-7.42 / -7.42" s_squared=0.751
Cu 0.089291 0.024473 0.055553 -0.027 0.087 -0.237
P -1.420246 2.407290 1.432978 -1.178 0.302 -0.138
P 1.230310 -0.123498 -2.851944 1.010 -0.013 -0.790
P 2.490488 -0.444247 1.956424 -0.017 -2.872 0.077
P -2.307855 -1.793580 -0.526073 -1.238 -1.196 -0.491
F -1.172979 0.786772 1.628653 -0.433 -0.774 0.563
F 2.193107 0.511577 3.180742 0.393 0.333 -0.069
F -2.429048 2.453649 2.692443 0.726 0.014 -0.034
F -1.516708 3.981275 1.145448 0.099 -0.089 -0.046
F -2.769630 -3.224758 0.087432 -0.374 0.511 -0.181
F -0.009036 -0.980313 -3.397439 -0.160 0.894 -0.078
F 1.158500 -1.069263 -1.503346 0.329 -0.365 0.733
F 2.524695 0.633748 -2.232584 -0.179 -0.261 -0.146
F 0.902303 -0.916776 1.936870 -0.209 -0.134 0.251
F -1.755180 -2.606737 -1.807052 0.271 0.712 0.184
F 2.816717 -1.691433 2.973065 -0.164 0.697 -0.437
F 4.044420 -0.090282 1.863135 -0.451 1.036 0.159
F -0.871245 -1.939833 0.199492 0.768 -0.466 0.723
F 2.225484 -1.139802 -3.636694 -0.214 0.225 0.530
F 1.195705 0.894710 -4.094986 -0.209 -0.248 0.130
F 1.949915 0.727446 0.908788 0.252 0.509 -0.460
F -2.916557 -1.065694 0.764643 0.135 0.006 -0.178
F -1.681214 -0.342835 -1.049529 0.358 0.389 0.011
F -3.637356 -1.452296 -1.363912 -0.053 -0.402 0.428
F -2.714253 2.164605 0.487693 0.389 -0.253 0.187
F -0.492080 2.128085 0.103446 0.686 1.068 -0.423
F -0.134077 2.665988 2.350935 -0.105 -0.054 -0.084
F 0.305810 0.915854 -1.973085 -0.351 0.138 -0.500
F 2.700719 -1.414135 0.668900 -0.055 0.204 0.318